Record 1
C9H8O4 | ωB97M-V with the def2-TZVPD basis set

Results
relative energy (zero: lowest compared OMol25 entry of this formula, charge and spin): 66.7 kcal per mole
highest occupied orbital energy (spin up / spin down): -0.2813 / -0.2814 Eh
Kohn-Sham gap (spin up / spin down): 7.95 / 7.95 eV

```
! RIJCOSX wB97M-V def2-TZVPD def2/J DEFGRID3
* xyz 0 1
C 2.4483 -1.3053 0.1781
C 2.7867 0.0413 0.1577
C 1.1898 -1.8065 0.0698
C 1.7782 0.9381 -0.2000
C 0.1854 -0.8664 -0.1855
C 0.5125 0.4791 -0.3843
C -1.2442 -1.1292 -0.1274
C -0.6446 1.3056 -0.9267
C -1.9924 0.0402 0.2992
O -1.8792 -2.0824 -0.5959
O -0.8783 2.4586 -0.3492
O -1.6149 0.4976 1.5210
O -3.3143 0.0142 -0.0181
H 3.2998 -1.8934 0.6262
H 3.8310 0.2993 0.1735
H 0.7887 -2.8522 0.0022
H 1.8134 2.0746 -0.2797
H -0.9361 1.0812 -1.8809
H -0.6072 2.3548 0.5653
H -2.1608 1.1003 1.9422
H -3.3619 -0.7494 -0.5873
*
```


Record 2
C9H8O4S | ωB97M-V with the def2-TZVPD basis set

Results
relative energy (zero: lowest compared OMol25 entry of this formula, charge and spin): 191.9 kcal per mole
highest occupied orbital energy: -0.3190 Eh
Kohn-Sham gap: 8.64 eV

```
! RIJCOSX wB97M-V def2-TZVPD def2/J DEFGRID3
* xyz 0 1
C -1.2255 -1.5791 -3.3571
C -0.9022 -0.2642 -3.3389
C -0.1394 -2.1890 -2.5652
C 0.3035 -0.2330 -2.4674
C 1.5440 0.5310 0.6207
C 0.4327 0.7065 -0.0674
C -0.2046 -2.6767 -1.3469
C 0.0062 0.4250 -1.3956
C -0.4236 2.1414 1.7173
O -0.5302 2.9698 -2.2891
O 1.0372 -1.3738 -2.7151
O -1.6064 0.8301 -3.3710
O -0.5819 1.5080 0.4817
S -1.2445 1.7848 -1.9079
H -2.0614 -2.0597 -3.7078
H 1.4647 0.8628 1.7426
H 2.3346 0.0362 0.2354
H -1.1110 -3.3841 -1.1464
H 0.6862 -2.8476 -0.8309
H -0.5500 1.4044 2.4259
H -1.1125 2.9708 1.9908
H 0.5753 2.5607 1.7368
*
```


Record 3
C9H9AlI2NO4S2Y | ωB97M-V with the def2-TZVPD basis set

Results
highest occupied orbital energy (spin up / spin down): -0.8570 / -0.8586 Eh
Kohn-Sham gap (spin up / spin down): 5.20 / 5.64 eV

```
! RIJCOSX wB97M-V def2-TZVPD def2/J DEFGRID3
* xyz 4 1
I -3.0907 1.7834 2.2181
I -1.0185 -2.4640 3.9780
Y 0.5086 -0.6795 2.3959
Al -1.0705 1.9062 0.7406
S -0.8829 -0.3716 0.1714
C -0.8649 2.6119 -1.3198
C -0.8559 4.0809 0.8809
C -0.5592 -1.2125 -1.5731
C -0.4297 -2.7027 -1.2911
C 0.6864 -0.6059 -2.1908
C -1.8254 -0.8589 -2.3372
C 2.8386 -0.4826 3.2424
C 2.2531 -1.7321 1.1095
O -0.5842 5.1875 0.9745
O -0.6823 3.0194 -2.3790
O 3.9338 -0.3351 3.5728
O 3.1332 -2.1573 0.4820
H -0.3820 -3.2190 -2.2633
H -1.2953 -3.0798 -0.7180
H 0.4876 -2.9270 -0.7226
H 0.8093 -1.0634 -3.1877
H 1.5778 -0.8286 -1.5820
H 0.5805 0.4861 -2.3038
H -1.8076 -1.3598 -3.3142
H -1.8953 0.2275 -2.5077
H -2.7239 -1.1890 -1.7890
S 1.1340 1.9452 1.8879
C 1.0311 2.6888 3.4151
N 0.9946 3.3320 4.4099
*
```


Record 4
C9H9BClCoF4O9 | ωB97M-V with the def2-TZVPD basis set

Results
relative energy (zero: lowest compared OMol25 entry of this formula, charge and spin): 39.0 kcal per mole
highest occupied orbital energy (spin up / spin down): -0.2238 / -0.2236 Eh
Kohn-Sham gap (spin up / spin down): 8.56 / 7.69 eV

```
! RIJCOSX wB97M-V def2-TZVPD def2/J DEFGRID3
* xyz -1 2
Co -0.0133 -2.1364 -0.3100
O -3.1044 -4.0361 0.5329
Cl -1.7669 -4.3493 0.9290
O -1.5574 -5.7560 0.9897
O -0.8532 -3.8611 -0.1859
O -1.4026 -3.6933 2.1355
C 2.8254 3.7720 -1.7971
O 1.5045 4.0405 -1.3599
C 0.7575 2.9817 -0.9619
C -0.5450 3.3088 -0.5160
C -1.3525 2.3072 -0.0742
C -0.9467 0.9486 -0.0531
C -1.7852 -0.0727 0.5052
C -3.1299 0.2066 1.1160
O -1.4706 -1.2799 0.5622
C 0.3597 0.6297 -0.5354
O 0.8657 -0.5471 -0.6048
C 1.2000 1.6866 -0.9746
H 3.2519 4.7327 -2.0730
H 2.8258 3.1077 -2.6641
H 3.4196 3.3214 -0.9992
H -0.8597 4.3424 -0.5233
H -2.3397 2.5652 0.2788
H -3.4529 1.2384 1.0543
H -3.0855 -0.1016 2.1607
H -3.8555 -0.4415 0.6244
H 2.1900 1.4024 -1.2955
O 0.7888 -2.8019 -1.8798
O -0.3280 -2.2694 -2.1677
F 1.2036 -2.5276 1.1171
B 2.4301 -1.8127 1.6406
F 3.3145 -1.7115 0.5815
F 2.0034 -0.5775 2.0958
F 2.9088 -2.6162 2.6516
*
```


Record 5
C9H9BiNO4 | ωB97M-V with the def2-TZVPD basis set

Results
highest occupied orbital energy: -0.7701 Eh
Kohn-Sham gap: 6.30 eV

```
! RIJCOSX wB97M-V def2-TZVPD def2/J DEFGRID3
* xyz 3 1
Bi 0.0187 0.0040 -0.2327
O -0.0083 3.7754 0.3233
C 0.0000 2.6324 0.2785
C 0.0094 -2.6445 0.0821
O 0.0011 -3.7626 0.2851
C 2.6474 -0.0059 -0.0401
O 3.7839 0.0052 0.0596
C -2.6028 -0.0196 -0.0119
O -3.7474 -0.0109 0.0757
C 0.0006 0.7311 -2.5716
H -0.9312 1.2719 -2.7665
H 0.9278 1.2758 -2.7793
C 0.0033 -0.7102 -2.5522
H 0.9309 -1.2616 -2.7458
H -0.9250 -1.2643 -2.7329
C 0.5191 0.2743 5.6589
C -0.5450 -0.5354 4.9157
C -0.2968 -0.4931 3.4956
N 0.0015 -0.4926 2.3669
H 1.5141 -0.1384 5.4792
H 0.3615 0.3021 6.7307
H 0.5407 1.3043 5.2952
H -0.5064 -1.5942 5.2280
H -1.5489 -0.1270 5.1236
*
```


Record 6
C9H9ClN2O2 | ωB97M-V with the def2-TZVPD basis set

Results
relative energy (zero: lowest compared OMol25 entry of this formula, charge and spin): 14.8 kcal per mole
highest occupied orbital energy: -0.3388 Eh
Kohn-Sham gap: 9.82 eV
SMILES: O=C1N[C@H](c2ccccc2Cl)[C@@H](O)N1

```
! RIJCOSX wB97M-V def2-TZVPD def2/J DEFGRID3
* xyz 0 1
C -1.6253 2.1668 0.2350
C -2.8714 1.5630 0.2997
C -0.5752 1.4437 -0.2090
C -3.0360 0.2097 0.0334
C -0.6638 0.0738 -0.3127
C -1.8959 -0.5268 -0.1516
C 2.6566 0.2232 -0.4083
C 0.5267 -0.8149 -0.5467
C 1.3714 -1.2402 0.9443
N 1.6304 -0.1765 -1.2093
N 2.4374 -0.3419 0.9000
O 3.5382 0.9535 -0.7678
O 1.6649 -2.5551 1.0107
Cl -2.2075 -2.2113 -0.2450
H -1.3953 3.1499 0.3522
H -3.8263 2.1887 0.5771
H 0.2469 2.0707 -0.3398
H -4.0147 -0.3866 0.0137
H 0.4597 -1.7801 -1.1497
H 0.5954 -0.9030 1.6265
H 1.4406 0.1826 -2.1590
H 3.3513 -0.5472 1.3331
H 2.1917 -2.7421 0.1732
*
```


Record 7
C9H9ClN2Se | ωB97M-V with the def2-TZVPD basis set

Results
relative energy (zero: lowest compared OMol25 entry of this formula, charge and spin): 22.1 kcal per mole
highest occupied orbital energy: -0.3124 Eh
Kohn-Sham gap: 7.92 eV
SMILES: Clc1ccc(C2=NN=CC[Se]2)cc1.[H][H]

```
! RIJCOSX wB97M-V def2-TZVPD def2/J DEFGRID3
* xyz 0 1
C -1.8994 1.3369 0.1088
C -2.1000 -0.8732 1.1007
C -3.2372 1.4272 -0.0587
C -3.4281 -0.8309 0.8896
C -1.2732 0.2274 0.6785
C -4.0013 0.3173 0.3446
C 2.9474 -0.7633 0.9473
C 2.9995 0.4978 0.1069
C 0.1238 0.0341 0.6706
N 1.8722 -1.2838 1.4044
N 0.6304 -1.0664 1.0346
Cl -5.6774 0.2377 0.1603
Se 1.4127 1.6644 0.5739
H -1.3799 2.2617 -0.2327
H -1.7026 -1.8429 1.4373
H -3.5515 2.3748 -0.4387
H -4.0458 -1.7915 1.1274
H -0.0551 -1.1993 -1.6044
H 3.9723 -1.0734 1.5291
H 3.9419 1.0017 0.2220
H 2.7119 0.3080 -0.9234
H -0.5611 -1.0283 -1.1023
*
```


Record 8
C9H9ClOS | ωB97M-V with the def2-TZVPD basis set

Results
relative energy (zero: lowest compared OMol25 entry of this formula, charge and spin): 0.0 kcal per mole
highest occupied orbital energy: -0.2894 Eh
Kohn-Sham gap: 8.24 eV
SMILES: C=C=C(O)c1cccs1.C=CCl

```
! RIJCOSX wB97M-V def2-TZVPD def2/J DEFGRID3
* xyz 0 1
C 0.6672 2.8246 -1.9546
C 0.2535 2.2488 -0.8374
C -2.1882 -1.4921 0.6118
C -1.3320 -0.5160 1.1289
C -2.3457 -1.3825 -0.7599
C -0.6414 0.1343 0.1119
C 2.0916 -1.0297 -0.1029
C 1.3724 -1.7581 0.7872
C 0.2241 1.3548 0.1541
O 0.8722 1.5688 1.3086
S -1.2192 -0.3109 -1.4859
Cl 0.5423 -3.2298 0.4290
H 0.1917 3.7820 -2.2211
H -2.6305 -1.9970 1.4183
H -1.0283 -0.1736 2.0464
H -3.0891 -2.0309 -1.2521
H 2.5512 -0.2162 0.3393
H 1.6402 2.6163 -2.3215
H 2.0397 -1.1844 -1.1295
H 1.2901 -1.5964 1.9539
H 0.7381 2.3880 1.7756
*
```


Record 9
C9H9F3OS | ωB97M-V with the def2-TZVPD basis set

Results
relative energy (zero: lowest compared OMol25 entry of this formula, charge and spin): 5.0 kcal per mole
highest occupied orbital energy: -0.3162 Eh
Kohn-Sham gap: 8.97 eV

```
! RIJCOSX wB97M-V def2-TZVPD def2/J DEFGRID3
* xyz 0 1
C -2.0687 -2.4415 0.4933
C -2.1453 -1.3662 -0.3467
C -0.9258 -2.7432 1.2462
C -1.0191 -0.5610 -0.5231
C 0.2281 -2.0116 1.0222
C 0.2152 -0.9126 0.1559
C 2.0295 2.8067 -0.1579
C 1.3887 -0.1128 -0.1747
C 2.8218 -1.0344 -0.2095
O 0.7275 1.7994 1.8241
F 3.8204 -0.2709 -0.7600
F 2.5382 -2.0725 -0.9773
F 3.1705 -1.4664 0.9930
S 1.9231 1.4892 1.0476
H -2.8877 -3.0928 0.6129
H -2.8951 -0.9827 -0.9655
H -0.9991 -3.7302 1.6648
H -1.1670 0.2263 -1.2249
H 1.2027 -2.1633 1.4562
H 2.6063 3.6624 0.0983
H 1.1233 3.0416 -0.5580
H 2.6490 2.3118 -0.8731
H 1.2221 0.3298 -1.1180
*
```


Record 10
C9H9F9N3O9S3Zn | ωB97M-V with the def2-TZVPD basis set

Results
relative energy (zero: lowest compared OMol25 entry of this formula, charge and spin): 288.5 kcal per mole
highest occupied orbital energy: -0.2431 Eh
Kohn-Sham gap: 2.31 eV

```
! RIJCOSX wB97M-V def2-TZVPD def2/J DEFGRID3
* xyz -1 1
Zn -16.7302 12.7463 14.7545
C -19.0417 16.8454 19.3412
F -19.8236 16.6085 18.3088
F -18.8447 18.1468 19.5535
F -19.4736 16.1999 20.4663
S -17.1981 16.1061 19.0455
O -16.5643 15.8120 20.3952
O -17.3531 14.9551 18.0796
O -16.5031 17.2109 18.3527
C -17.7551 19.1598 12.2868
F -18.3555 19.6659 13.3827
F -18.7992 18.5485 11.7048
F -17.5077 20.0786 11.4431
S -16.2772 17.9313 12.5518
O -15.3234 18.6429 13.4251
O -16.8174 16.6589 13.1494
O -15.7276 17.6729 11.1948
C -9.6987 14.1373 14.3796
F -9.6192 12.9466 13.8199
F -8.4768 14.3306 14.9231
F -10.0506 15.1141 13.4575
S -11.0932 14.2180 15.7800
O -11.2202 15.6416 16.0765
O -12.3564 13.6847 15.1869
O -10.5405 13.4176 16.9479
C -23.3603 11.5745 11.9221
C -22.0959 12.0066 12.6169
N -21.0997 12.2692 13.1978
H -24.0278 12.3034 11.4626
H -23.8882 11.1445 12.7733
H -23.2849 10.7991 11.1597
C -14.9258 9.3723 8.6333
C -15.3440 10.2179 9.8158
N -15.6457 10.8468 10.7053
H -13.8413 9.4779 8.6034
H -15.4837 9.7958 7.7982
H -15.3698 8.3964 8.8300
C -16.1201 5.8695 15.7923
C -16.4295 7.2777 15.8283
N -16.6373 8.4389 15.8280
H -15.9269 5.6723 14.7379
H -16.9463 5.2437 16.1298
H -15.3522 5.5988 16.5169
*
```


Record 11
C9H9FN | ωB97M-V with the def2-TZVPD basis set

Results
relative energy (zero: lowest compared OMol25 entry of this formula, charge and spin): 78.1 kcal per mole
highest occupied orbital energy (spin up / spin down): -0.5060 / -0.5060 Eh
Kohn-Sham gap (spin up / spin down): 7.34 / 7.34 eV

```
! RIJCOSX wB97M-V def2-TZVPD def2/J DEFGRID3
* xyz 1 1
C 0.4919 2.3857 -0.6764
C -1.4942 1.1122 -0.7722
C 0.6866 0.0942 -0.0577
C 1.2855 1.2538 -0.5210
C 0.6143 -1.3290 -0.1471
C -0.7954 -1.3558 -0.2139
C -0.8669 0.1245 0.1424
C 1.7106 -2.3359 -0.2235
C -1.3629 0.3375 1.6532
N -0.7780 2.1195 -0.9328
F 2.5270 1.3569 -0.8519
H 0.7456 3.3942 -0.9536
H -2.4504 0.9864 -1.4001
H -1.7359 -1.6494 -0.5882
H 1.2963 -3.2671 0.0898
H 2.4040 -2.0361 0.5256
H 2.2436 -2.1958 -1.1603
H -1.0863 1.3580 1.9688
H -1.0412 -0.3662 2.4262
H -2.3944 0.0125 1.6928
*
```


Record 12
C9H9FO4S | ωB97M-V with the def2-TZVPD basis set

Results
relative energy (zero: lowest compared OMol25 entry of this formula, charge and spin): 17.5 kcal per mole
highest occupied orbital energy: -0.3748 Eh
Kohn-Sham gap: 10.37 eV
SMILES: C=C1C[C@H]2[C@H]3[C@@H]1S(=O)(=O)OC(=O)[C@]32CF

```
! RIJCOSX wB97M-V def2-TZVPD def2/J DEFGRID3
* xyz 0 1
C -0.7029 -0.6282 -0.4916
C -2.7544 0.9221 0.6957
C 2.8907 -0.4651 -1.2592
C -0.6061 0.7540 -0.8767
C -1.1838 0.6538 0.5704
C 1.5804 -0.2238 -1.0632
C 0.7515 -1.3513 -0.6285
C -0.4680 0.6671 1.8317
C 0.9131 1.1227 -1.1373
O -0.9085 1.1970 2.8291
O -0.4313 -2.2634 1.6478
O 2.0228 -2.0278 1.7368
O 0.6890 0.0364 1.7871
F -3.4632 1.1346 -0.4547
S 0.7496 -1.6015 1.2239
H -1.7065 -1.0490 -0.9245
H 0.8461 -2.3112 -1.1348
H -3.2356 0.0282 1.1191
H -2.8154 1.7942 1.4472
H 3.5916 0.3275 -1.6433
H 3.2814 -1.4522 -1.0911
H -1.2500 1.2276 -1.6739
H 1.3512 1.8661 -0.3842
H 0.8584 1.6422 -2.1261
*
```


no.,DFT total energy (hartree),largest force on an atom (eV/Å)
1,-648.6147,6.3
2,-1046.6398,5.3
3,-2374.9120,7.4
4,-3292.7573,0.5
5,-917.3485,5.0
6,-1068.5246,4.5
7,-3319.3354,4.5
8,-1281.7976,4.9
9,-1121.2978,4.7
10,-5062.1564,4.3
11,-502.5281,4.3
12,-1147.2285,5.2